Arrangement w

Computed, not measured: 2 unconnected molecules or ions with the total composition C6H7F, with ωB97M-V/def2-TZVPD.

ORCA input file:
```
! RIJCOSX wB97M-V def2-TZVPD def2/J DEFGRID3
* xyz 0 1
F -2.497 1.197 0.488
C 1.124 1.980 -0.506
C -1.380 0.447 0.523
C -0.397 -0.060 1.330
C -0.072 -1.675 -0.545
C 2.086 2.012 -1.199
C -1.078 -1.057 0.584
H -0.665 -1.944 -1.390
H 3.034 2.142 -1.631
H -1.906 -1.691 0.898
H 0.412 -2.589 -0.162
H 0.465 0.292 1.984
H 0.338 1.721 0.243
H 0.535 -0.774 -0.618
*
```

As for the HOMO-LUMO gap: 9.011 eV. For the molar mass, the calculation gives 98.12 u. Its SMILES is C[C@H]1C=C1F.C#C. The calculation puts the highest occupied orbital energy at -0.3270 Ha.

=====

Arrangement x

Computed, not measured: a single C6H7F molecule, with ωB97M-V/def2-TZVPD.

ORCA input file:
```
! RIJCOSX wB97M-V def2-TZVPD def2/J DEFGRID3
* xyz 0 1
F -1.174 -0.750 -0.990
C 0.955 1.045 -0.501
C -0.291 1.116 0.422
C -1.315 0.241 -0.003
C -0.319 -0.125 1.055
C 0.881 -1.028 0.607
C 1.566 -0.121 -0.409
H -0.818 -0.360 2.008
H 0.267 -1.921 -0.067
H -2.393 0.491 0.187
H 2.146 -0.588 -1.089
H 1.285 1.737 -1.210
H 1.696 -1.375 1.266
H -0.488 2.001 0.789
*
```

As for the HOMO-LUMO gap: 10.286 eV. For the molar mass, the calculation gives 98.12 u. Its SMILES is F[C@@H]1[C@@H]2C=CC[C@H]12. The calculation puts the highest occupied orbital energy at -0.3383 Ha.

=====

Out of the structures above, which one is the most stable? Solution: arrangement x.